[1]
A cluster of 6 separate species, C26H65ClO7P in total at a distorted geometry. Source: the Open Molecules 2025 dataset; level of theory: ωB97M-V/def2-TZVPD.

Calculated values
E_HOMO ... -10.95 eV
E_LUMO ... -4.654 eV
Max |F| ... 5.1 eV Å⁻¹
Total charge ... +1

Last column: Löwdin charge in e.
Element x y z (Å)
C (-3.5762, -2.2107, -1.5442)  -0.119
C (-4.7353, -3.2680, -2.1104)  -0.238
C (-5.2523, -4.3424, -0.9878)  -0.173
C (-4.0437, -5.3562, -0.4292)  -0.226
O (-4.3343, -5.5666, 0.9946)  -0.321
P (-2.9242, -5.9437, 1.9328)  0.842
Cl (-3.1909, -4.9045, 3.8158)  0.424
O (-1.4137, -5.3718, 1.2869)  -0.342
C (-1.1954, -3.9394, 1.5435)  -0.298
C (0.1502, -3.5015, 0.6523)  -0.071
H (-2.6019, -2.4620, -2.1859)  0.083
H (-3.9201, -1.0996, -1.6995)  0.093
H (-3.3466, -2.3793, -0.4087)  0.049
H (-5.6696, -2.5712, -2.3701)  0.123
H (-4.4050, -3.7443, -3.1354)  0.118
H (-5.5895, -3.7268, -0.0239)  0.130
H (-6.2118, -4.9374, -1.3344)  0.127
H (-4.1509, -6.3396, -1.0906)  0.154
H (-3.0424, -4.8009, -0.6645)  0.118
H (-2.7767, -7.3329, 2.2965)  0.084
H (-2.0723, -3.2719, 1.1467)  0.109
H (-0.8971, -3.6906, 2.6665)  0.124
H (0.6679, -4.4412, 0.1471)  0.100
H (0.9686, -3.0135, 1.3652)  0.100
H (-0.1282, -2.7174, -0.1910)  0.086
C (-5.4307, -4.1030, 9.4923)  -0.080
C (-4.5313, -3.1718, 8.6977)  -0.276
O (-3.1438, -3.4541, 8.8562)  -0.158
C (-2.7016, -4.7383, 8.4277)  -0.267
C (-2.9157, -4.9863, 6.9444)  -0.153
H (-5.1252, -4.1349, 10.5427)  0.087
H (-6.4717, -3.7716, 9.4354)  0.080
H (-5.3839, -5.1268, 9.1079)  0.066
H (-4.6832, -2.1488, 9.0589)  0.122
H (-4.8015, -3.1707, 7.6368)  0.102
H (-3.1687, -5.5229, 9.0313)  0.111
H (-1.6275, -4.7825, 8.6376)  0.123
H (-3.9796, -5.0447, 6.6982)  0.054
H (-2.4483, -5.9290, 6.6419)  0.071
H (-2.4874, -4.1723, 6.3503)  0.048
C (0.3213, -1.3228, -3.9357)  -0.076
C (-0.7559, -1.2011, -4.9997)  -0.276
O (-1.8282, -0.3417, -4.6233)  -0.174
C (-1.4959, 1.0205, -4.3740)  -0.272
C (-0.9195, 1.7325, -5.5857)  -0.072
H (-0.1160, -1.5940, -2.9699)  0.059
H (1.0557, -2.0827, -4.2187)  0.079
H (0.8545, -0.3768, -3.7981)  0.058
H (-1.1951, -2.1910, -5.1655)  0.114
H (-0.3317, -0.8844, -5.9579)  0.109
H (-0.8236, 1.0971, -3.5135)  0.096
H (-2.4275, 1.5195, -4.0862)  0.117
H (0.0605, 1.3302, -5.8574)  0.068
H (-0.7993, 2.8013, -5.3812)  0.075
H (-1.5748, 1.6100, -6.4544)  0.084
C (4.0739, 1.9176, -1.1858)  -0.074
C (3.6812, 1.3936, -2.5564)  -0.271
O (2.3885, 1.8208, -2.9762)  -0.184
C (2.1980, 3.2244, -3.1244)  -0.284
C (3.1024, 3.8486, -4.1732)  -0.073
H (3.2971, 1.6949, -0.4479)  0.081
H (5.0148, 1.4661, -0.8578)  0.076
H (4.2102, 3.0036, -1.1982)  0.062
H (3.6480, 0.2994, -2.5145)  0.116
H (4.4320, 1.6536, -3.3095)  0.110
H (2.3067, 3.7276, -2.1585)  0.105
H (1.1565, 3.3653, -3.4330)  0.106
H (4.1517, 3.8168, -3.8666)  0.066
H (2.8320, 4.8966, -4.3381)  0.081
H (3.0233, 3.3092, -5.1228)  0.084
C (7.3520, 5.4450, -0.8937)  -0.080
C (6.8867, 4.5794, 0.2645)  -0.279
O (7.1418, 3.1911, 0.0712)  -0.182
C (8.5064, 2.8064, -0.0631)  -0.278
C (9.3460, 3.1228, 1.1626)  -0.082
H (6.9528, 5.0720, -1.8419)  0.079
H (7.0261, 6.4800, -0.7540)  0.079
H (8.4433, 5.4462, -0.9773)  0.069
H (5.8007, 4.6845, 0.3636)  0.113
H (7.3199, 4.9185, 1.2110)  0.107
H (8.9402, 3.2501, -0.9648)  0.107
H (8.5094, 1.7221, -0.2179)  0.118
H (9.4518, 4.2017, 1.3073)  0.067
H (10.3496, 2.6973, 1.0604)  0.079
H (8.8798, 2.7166, 2.0663)  0.083
C (-2.1824, 5.8719, -1.9562)  -0.079
C (-2.9627, 4.6172, -1.6039)  -0.274
O (-2.2195, 3.4168, -1.7949)  -0.176
C (-1.0388, 3.2667, -1.0127)  -0.283
C (-1.3039, 3.2497, 0.4829)  -0.078
H (-1.7579, 5.7955, -2.9619)  0.081
H (-2.8306, 6.7521, -1.9105)  0.080
H (-1.3509, 6.0323, -1.2626)  0.068
H (-3.8336, 4.5515, -2.2652)  0.120
H (-3.3511, 4.6667, -0.5816)  0.107
H (-0.3072, 4.0373, -1.2758)  0.100
H (-0.5963, 2.3068, -1.2998)  0.110
H (-1.6607, 4.2210, 0.8370)  0.069
H (-0.3882, 3.0074, 1.0320)  0.077
H (-2.0718, 2.5096, 0.7313)  0.081

Forces on the atoms, in the same order (eV/Å):
0.253 -0.941 -0.823
-0.855 1.150 0.102
-0.033 0.481 1.005
-1.373 1.121 -3.936
4.502 -1.215 1.979
0.043 3.620 -0.315
0.152 -1.817 -2.948
-4.269 -1.169 1.989
2.245 2.941 -0.599
0.435 -0.015 -0.031
-1.964 1.007 1.597
0.870 -2.295 0.229
-0.497 0.300 -2.048
1.891 -1.798 0.537
-0.582 0.747 2.250
0.717 -1.190 -2.092
2.194 1.058 0.604
0.573 1.814 1.940
-1.709 -1.256 0.887
-0.101 0.899 -0.599
1.407 -1.539 1.036
-1.152 -0.980 -2.363
-1.296 1.924 1.093
-1.945 -1.047 -1.533
0.512 -1.760 1.834
0.029 -0.280 -0.044
-0.024 0.015 0.251
0.151 -0.051 -0.117
0.027 0.278 0.136
-0.240 -0.047 -0.132
-0.051 0.099 -0.129
0.139 -0.019 0.010
-0.097 0.079 0.027
0.285 -0.146 -0.075
-0.048 -0.061 -0.049
-0.058 -0.046 -0.103
-0.197 0.199 0.086
0.023 -0.080 0.029
-0.028 0.098 0.076
0.103 -0.010 0.176
0.220 0.313 0.035
-0.123 0.013 0.135
-0.090 -0.279 0.013
-0.110 0.185 -0.080
0.198 -0.124 -0.139
-0.030 -0.051 -0.074
-0.090 0.053 0.011
0.028 -0.108 0.006
-0.177 0.227 -0.011
0.082 0.023 0.047
0.096 0.028 -0.033
0.080 -0.282 0.016
-0.008 0.113 0.042
-0.042 -0.147 0.004
0.011 0.065 0.152
0.021 0.225 0.006
-0.044 -0.008 0.170
-0.213 -0.135 -0.047
0.007 -0.032 -0.168
0.240 -0.031 -0.010
0.051 -0.068 -0.087
-0.104 0.128 -0.040
0.108 -0.132 0.039
-0.209 0.150 -0.146
0.024 0.064 0.042
0.085 0.039 0.021
0.071 -0.254 0.091
-0.071 0.087 -0.019
0.017 -0.150 0.031
-0.080 0.088 0.116
0.283 -0.012 -0.074
-0.033 -0.043 -0.134
-0.137 -0.081 -0.010
-0.005 -0.042 0.125
0.012 0.212 0.116
-0.043 0.046 0.122
0.022 -0.128 -0.006
-0.113 0.086 0.014
0.133 -0.262 0.023
0.060 0.037 -0.031
0.046 0.064 0.028
-0.241 0.164 -0.017
0.081 -0.088 -0.022
-0.151 0.052 -0.001
0.065 -0.029 -0.149
0.259 0.039 0.140
0.025 0.055 -0.155
-0.014 -0.147 -0.080
-0.117 -0.090 0.023
-0.120 0.181 0.130
-0.135 -0.002 0.068
0.065 -0.123 -0.015
-0.109 0.065 -0.040
0.186 -0.233 0.072
0.054 0.051 0.036
0.004 0.053 0.073
-0.172 0.123 -0.171
0.094 -0.074 0.032
-0.103 0.033 -0.092
0.125 0.026 -0.066

[2]
A cluster of 5 separate species, C18H28F5NO12S in total at a distorted geometry. Source: the Open Molecules 2025 dataset; level of theory: ωB97M-V/def2-TZVPD.

Calculated values
SMILES string ... O=C1NC(=O)c2c1cccc2S(=O)(=O)C(F)(F)C(F)(F)F.OCCO.OCCO.OCCO.OCCO
E_HOMO ... -9.58 eV
E_LUMO ... -0.758 eV
Max |F| ... 2.0 eV Å⁻¹
Total charge ... 0

Last column: natural (NBO) charge in e.
Element x y z (Å)
O (-1.6938, 2.7841, -0.2020)  -0.524
C (-0.8853, 2.0182, -0.6630)  0.692
N (0.5113, 2.1019, -0.5986)  -0.685
C (1.1292, 0.8521, -0.8686)  0.680
O (2.2238, 0.5627, -0.4730)  -0.475
C (0.0699, 0.0561, -1.6446)  -0.099
C (-1.1253, 0.7517, -1.4811)  -0.135
C (-2.2888, 0.2967, -2.0372)  -0.101
C (-2.2405, -0.8919, -2.7521)  -0.200
C (-1.0646, -1.5795, -2.9151)  -0.122
C (0.1279, -1.1071, -2.3788)  -0.324
S (1.6793, -1.9580, -2.6135)  2.118
O (2.8269, -1.1212, -2.5179)  -0.880
O (1.6574, -3.0788, -1.7214)  -0.922
C (1.7223, -2.6478, -4.3472)  0.378
F (1.8274, -1.5712, -5.1487)  -0.301
F (0.6456, -3.3789, -4.6336)  -0.294
C (3.0091, -3.5333, -4.6057)  0.923
F (2.6152, -4.7351, -5.0437)  -0.304
F (3.7684, -3.0062, -5.5613)  -0.295
F (3.7598, -3.7175, -3.5304)  -0.288
H (0.9695, 2.9487, -0.9028)  0.433
H (-3.2146, 0.8479, -1.9389)  0.250
H (-3.1629, -1.2537, -3.1945)  0.230
H (-1.1127, -2.5049, -3.4798)  0.235
O (0.3588, 4.2093, 2.3946)  -0.728
C (0.2005, 3.8779, 3.7756)  -0.095
C (-1.1249, 3.1721, 3.9817)  -0.086
O (-1.1896, 2.0072, 3.1753)  -0.721
H (-0.2731, 4.9054, 2.1866)  0.468
H (1.0276, 3.2181, 4.0360)  0.187
H (0.2633, 4.7879, 4.3806)  0.166
H (-1.2553, 2.8765, 5.0237)  0.179
H (-1.9541, 3.8304, 3.6899)  0.154
H (-0.7592, 2.2397, 2.3417)  0.478
O (2.7153, -3.7108, 1.7140)  -0.736
C (2.3673, -2.6520, 2.6098)  -0.092
C (0.9234, -2.2562, 2.3843)  -0.100
O (0.0735, -3.3838, 2.5774)  -0.734
H (2.7376, -3.3320, 0.8267)  0.477
H (2.5052, -3.0342, 3.6210)  0.179
H (3.0395, -1.8032, 2.4523)  0.173
H (0.6182, -1.4753, 3.0715)  0.212
H (0.7818, -1.9020, 1.3531)  0.142
H (0.5520, -4.1399, 2.2136)  0.476
O (-5.2987, 1.9372, -6.3194)  -0.726
C (-3.8923, 1.8437, -6.5557)  -0.097
C (-3.1383, 2.3454, -5.3418)  -0.088
O (-3.5094, 1.5929, -4.1924)  -0.736
H (-5.5335, 2.8711, -6.3135)  0.468
H (-3.6731, 0.7909, -6.7303)  0.188
H (-3.6318, 2.4170, -7.4500)  0.173
H (-2.0608, 2.2516, -5.4807)  0.187
H (-3.3837, 3.3973, -5.1494)  0.158
H (-4.4576, 1.4245, -4.2825)  0.481
O (1.0153, -0.9899, 5.1330)  -0.736
C (1.1484, 0.0448, 6.1094)  -0.094
C (1.7654, -0.5198, 7.3729)  -0.088
O (3.0293, -1.0997, 7.0853)  -0.719
H (0.3263, -1.5926, 5.4365)  0.475
H (1.7994, 0.8033, 5.6754)  0.185
H (0.1670, 0.4858, 6.3092)  0.169
H (1.9088, 0.2596, 8.1220)  0.183
H (1.1212, -1.3044, 7.7915)  0.153
H (2.9361, -1.5289, 6.2253)  0.475

Forces on the atoms, in the same order (eV/Å):
0.567 -0.327 -0.432
-0.166 -0.409 -0.970
-0.215 0.146 0.234
0.294 0.050 -0.282
-0.744 0.043 -0.465
0.819 0.835 0.842
0.053 0.063 0.677
-0.462 0.015 0.200
-0.689 0.334 0.067
0.010 -0.886 -0.516
0.221 0.196 -0.466
0.720 -1.008 1.610
-0.271 0.726 -0.847
-0.597 -0.526 -0.152
0.753 0.575 0.116
-0.640 -0.159 -0.211
-0.203 0.275 -0.120
0.247 -0.775 -0.199
-0.089 0.062 0.135
-0.126 0.308 0.106
-0.135 0.200 0.105
0.204 0.123 0.811
0.148 -0.042 0.095
0.227 -0.113 -0.022
0.233 0.145 0.088
0.137 -0.095 0.062
-0.203 0.307 -0.081
-0.005 -0.176 -0.390
0.169 -0.099 0.189
-0.021 -0.044 -0.070
-0.001 -0.006 -0.051
0.001 -0.089 0.146
-0.012 -0.012 -0.009
0.050 0.189 0.213
-0.109 0.018 -0.047
0.015 0.005 0.101
0.033 0.148 -0.397
-0.180 -0.319 -0.256
0.012 0.037 0.240
-0.015 -0.128 -0.057
-0.026 -0.025 -0.019
-0.077 0.091 0.134
-0.017 0.021 -0.051
0.220 0.141 -0.006
-0.030 0.018 -0.059
0.079 -0.155 0.062
-0.128 0.345 -0.060
-0.246 -0.079 0.216
-0.003 -0.066 -0.251
-0.065 -0.020 -0.015
-0.041 0.001 0.010
0.167 -0.057 0.007
-0.002 -0.021 0.041
0.120 0.080 -0.216
-0.005 0.082 0.000
0.167 0.163 0.263
-0.313 -0.193 0.083
0.233 -0.288 -0.200
0.034 0.228 0.018
0.000 -0.043 -0.104
0.012 -0.039 -0.030
0.060 0.117 0.083
0.025 -0.018 0.005
-0.213 0.184 0.061
0.018 -0.053 0.033

[3]
The molecule C6H7NS at a distorted geometry. Source: the Open Molecules 2025 dataset; level of theory: ωB97M-V/def2-TZVPD.

Calculated values
SMILES string ... C=C1CNC(=S)C1=C
E_HOMO ... -8.45 eV
E_LUMO ... -0.163 eV
Max |F| ... 5.5 eV Å⁻¹
Relative energy (zero: lowest compared OMol25 entry of this formula, charge and spin) ... 3.263 eV
Total charge ... 0

Last column: natural (NBO) charge in e.
Element x y z (Å)
C (-1.9939, 0.2776, 0.1768)  -0.355
C (-0.7235, 0.0261, 0.1652)  -0.081
C (-0.3071, -1.4678, 0.1067)  -0.240
N (1.1274, -1.4738, -0.2410)  -0.613
C (1.6497, -0.2214, -0.0003)  0.086
S (3.2379, 0.0364, 0.2000)  -0.087
C (0.4496, 0.7647, 0.0154)  -0.164
C (0.6627, 2.0365, -0.1377)  -0.260
H (-2.6397, -0.6566, -0.1123)  0.196
H (-2.6355, 1.3296, 0.3293)  0.223
H (-0.5344, -1.6846, 1.2353)  0.204
H (-1.2525, -2.0918, -0.4569)  0.222
H (1.6280, -2.2751, -0.7300)  0.440
H (1.5718, 2.6278, -0.3310)  0.233
H (-0.2406, 2.7724, -0.2195)  0.193

Forces on the atoms, in the same order (eV/Å):
-5.267 1.400 -0.417
0.098 -2.411 -1.217
-3.306 -0.744 1.230
-1.266 -0.656 -0.633
-0.669 -0.778 -0.679
0.254 0.478 -0.131
3.898 -0.692 1.012
-1.854 4.530 -0.931
0.768 2.062 1.078
2.273 -2.936 -0.531
1.080 -0.586 -1.835
3.459 1.361 0.929
-0.818 1.773 1.442
-0.038 -1.193 0.364
1.388 -1.607 0.319